#P
19
Properties=species:S:1:pos:R:3 method="wB97M-V/def2-TZVPD" e_lumo_ev=4.17 molar_mass_g_mol=110.13 charge=-1 homo_lumo_gap_ev=7.86 spin_multiplicity=1
C -0.27718 1.67925 0.95830
N 0.91164 1.52074 0.13046
C 1.65650 0.24287 0.41862
O 1.28774 -0.82556 -0.36367
C -1.38414 0.57550 0.78387
H -0.76583 2.60231 0.63585
H -0.15703 1.71032 2.03826
H 0.64401 1.32490 -0.83260
H 2.67618 0.54796 0.11047
H 1.53909 -0.11711 1.45289
H -1.34769 -0.07224 -0.09256
H -1.23066 -0.20531 1.52984
H -2.34673 1.08131 0.68571
H -0.05828 -2.32869 0.23340
H -0.14280 -2.80480 -1.16629
O -0.55891 -2.95252 -0.31852
H 0.17458 -0.69268 -1.29042
H -0.17316 -0.91403 -2.82668
O -0.44734 -0.37223 -2.08692



#Q
19
Properties=species:S:1:pos:R:3 method="wB97M-V/def2-TZVPD" e_lumo_ev=4.07 molar_mass_g_mol=110.13 charge=-1 homo_lumo_gap_ev=7.63 spin_multiplicity=1
C -1.94100 0.16302 0.87444
C -1.42304 0.34722 -0.73496
C 0.01450 0.83707 -0.53525
O 0.92432 0.13645 0.24361
N -1.12259 -0.77024 1.73073
H -2.91342 -0.31813 0.60523
H -1.77124 1.19057 1.31385
H -1.44210 -0.59425 -1.10779
H -1.99801 0.87738 -1.61614
H -0.10275 1.78975 0.02923
H 0.45751 1.21469 -1.58330
H -0.24109 -0.22864 1.87779
H -0.71280 -1.60298 1.39043
H 0.85145 -1.21933 -0.40862
H 1.47052 -2.58917 -0.93344
O 0.68254 -2.17142 -0.75017
H 3.76357 0.68669 -0.29980
H 2.38102 0.89945 0.12992
O 3.12259 1.35186 -0.22578



Stability verdict: #P, ahead by 0.0359 hartree